Computed, not measured: a cluster of 2 separate species, H3OP in total in a non-equilibrium geometry, with ωB97M-V/def2-TZVPD.

The geometry in XYZ format:
```
5
Properties=species:S:1:pos:R:3:forces:R:3
O 0.939647 -0.918113 0.307309 -0.010 0.576 0.479
P 0.573007 0.626884 -0.084416 -3.432 -0.207 -2.250
H 1.246177 -0.744526 1.198404 0.367 -1.002 0.681
H 0.424907 0.252107 -1.542207 -0.030 0.798 1.490
H -1.565512 0.706016 0.159325 3.105 -0.164 -0.399
```
Positions in Å, forces in eV/Å.

Output
Max |F|, eV Å⁻¹: 4.11
Calculated total energy, Ha: -418.2922
Energy above the lowest of the compared OMol25 structures with the same formula, charge and spin, kJ/mol: 189.79
Multiplicity: 1
Orbital gap, eV: 9.20
Highest occupied orbital energy, eV: -9.17

Computed, not measured: the ion C3H7N2O2 with charge +1 in a non-equilibrium geometry, with ωB97M-V/def2-TZVPD.

The geometry in XYZ format:
```
14
Properties=species:S:1:pos:R:3:forces:R:3
C 2.826068 -0.678455 -0.065879 3.172 1.681 1.550
C 1.588322 -0.470784 -0.349998 -2.422 -0.051 -0.618
O 0.799591 -0.797356 -1.395307 -0.886 1.759 1.883
C 0.225804 -0.059765 0.078419 1.188 -0.916 -3.372
N -0.519201 1.151664 -0.422503 1.839 -0.134 -1.027
O -0.556061 -0.871102 0.728720 -1.718 -0.319 1.528
N -1.954025 -0.698374 0.356835 0.037 2.972 0.494
H 3.518948 -0.821495 -0.889057 -0.277 -0.816 -0.022
H 3.360493 -0.321109 0.857218 -1.126 -0.519 -0.859
H -1.453173 0.648667 -0.618534 0.483 0.648 -0.456
H 0.030471 1.616634 -1.224069 -1.269 -1.188 1.084
H -0.653376 1.871137 0.284522 -0.001 0.023 0.367
H -2.467209 -0.097975 1.068959 1.213 -1.254 -0.511
H -2.392816 -1.572744 0.334157 -0.233 -1.886 -0.041
```
Positions in Å, forces in eV/Å.

Output
Max |F|, eV Å⁻¹: 3.91
Calculated total energy, Ha: -378.0621
Energy above the lowest of the compared OMol25 structures with the same formula, charge and spin, kJ/mol: 503.48
SMILES string: C=C1O[C@@]1([NH3+])ON
Multiplicity: 1
Orbital gap, eV: 9.40
Charge: +1
Highest occupied orbital energy, eV: -13.37

Computed, not measured: a structure of composition C36H52N12O12P in a non-equilibrium geometry, with ωB97M-V/def2-TZVPD.

The geometry in XYZ format:
```
113
Properties=species:S:1:pos:R:3:forces:R:3
P -0.033708 0.124429 -0.018050 -1.794 6.266 -1.188
O -0.404562 -0.280337 -1.396678 -0.868 -1.315 -1.296
O 0.699310 1.551368 -0.192115 -1.394 -3.729 -0.377
O 0.960145 -0.723550 0.564109 4.316 -4.103 2.539
O -1.257804 0.216602 0.857132 0.264 0.295 -0.427
N 1.601755 -3.120275 -0.226246 0.200 1.032 0.129
C 2.467837 -3.975120 0.362675 2.436 -3.681 0.531
C 2.769231 -5.196318 -0.464524 -7.712 8.650 -2.099
C 1.779694 -5.006709 -1.634313 1.485 4.331 3.604
C 1.205238 -3.598275 -1.483559 0.544 -3.141 0.386
H 1.382397 -2.033043 0.273617 -0.167 -2.609 -2.116
H 2.922331 -3.889836 1.460294 -1.268 0.453 -2.667
H 3.330128 -5.929910 -0.164894 2.962 -4.136 1.360
H 1.651767 -5.669152 -2.446401 -0.182 -0.327 -0.811
H 0.464761 -3.002190 -2.134315 1.401 -1.266 1.226
N 0.038301 3.476944 0.911410 -1.660 0.929 2.302
C -1.023480 3.576115 1.793994 -1.189 0.644 -0.081
C -1.311698 4.945166 2.026721 3.746 -1.469 -2.334
C -0.282428 5.715074 1.314715 0.686 0.255 -1.360
C 0.551714 4.689653 0.664176 -1.870 2.127 0.134
H 0.290899 2.540217 0.362955 0.087 0.574 0.679
H -1.700345 2.717208 2.175842 1.666 1.371 -0.999
H -2.195567 5.174492 2.481636 -1.872 1.261 1.395
H -0.172795 6.927806 1.063792 -0.398 -3.624 1.026
H 1.278525 4.728041 -0.158294 -0.085 0.487 0.699
N -2.062843 -2.212841 -2.121724 -0.438 0.425 -3.872
C -3.012843 -2.742646 -1.284763 1.819 -1.161 -0.350
C -3.366527 -3.961431 -1.971701 2.104 2.282 -0.851
C -2.673744 -4.069880 -3.268777 -0.329 1.161 -0.179
C -1.990707 -2.829151 -3.446919 1.052 -1.052 0.512
H -1.504181 -1.379836 -1.957746 -0.237 0.128 0.482
H -3.032604 -2.204257 -0.199764 -0.585 -1.952 -2.936
H -3.886163 -4.764913 -1.629099 -1.709 -1.796 1.292
H -2.709661 -4.981592 -4.027382 -0.135 2.302 1.808
H -1.318413 -2.415041 -4.468454 -2.022 -1.150 3.892
N 2.197600 -1.464139 2.694582 0.181 1.733 -4.919
C 1.458110 -1.698796 3.749621 4.451 -1.351 4.502
C 2.450985 -2.047561 4.844977 0.098 2.024 -6.765
C 3.787717 -1.908138 4.234934 -2.182 -0.269 -0.836
C 3.563974 -1.547782 2.778476 -1.781 -1.443 6.435
H 1.742067 -1.068985 1.728304 0.700 -0.809 2.467
H 0.460917 -1.405221 3.929837 -1.040 -0.044 -0.424
H 2.021747 -2.295959 5.730290 -0.191 -0.680 2.888
H 4.693205 -2.123175 4.864944 -0.765 0.392 -1.329
H 4.190094 -1.387841 1.961675 0.872 0.189 -1.030
N -3.729924 0.688358 0.308655 -1.933 0.359 -1.438
C -4.157225 0.452247 -1.052558 -2.849 2.543 3.686
C -5.556616 1.059970 -1.168566 3.515 -3.329 -4.717
C -5.919656 1.639998 0.050594 3.171 -1.523 1.667
C -4.776812 1.329417 0.919324 -1.062 0.507 -0.673
H -2.682361 0.536570 0.766081 -2.257 0.323 -2.265
H -3.455554 -0.089160 -1.635731 -0.134 -0.126 -1.016
H -5.991669 0.801352 -2.388092 0.726 1.409 4.257
H -6.792348 2.134692 0.451547 -0.072 -0.122 -0.446
H -4.743772 1.450259 1.991211 0.068 0.391 0.029
N 0.007175 0.233629 -3.730972 0.697 1.055 -1.160
C 1.194487 0.700835 -4.283733 -0.811 -0.817 -2.629
C 1.039406 0.728159 -5.742368 -3.484 -1.077 6.465
C -0.278456 0.353948 -5.992692 -3.342 -1.315 -0.596
C -0.949681 0.060297 -4.754817 0.336 0.162 2.168
H -0.139135 0.038898 -2.526596 0.194 0.413 -1.859
H 2.144198 0.885518 -3.752401 -0.974 -0.174 -0.030
H 1.705894 0.902021 -6.428365 3.765 1.140 -3.462
H -0.811531 0.167460 -7.016529 1.243 0.641 1.984
H -2.035612 -0.187479 -4.244794 2.774 0.646 -2.376
N -2.326222 0.037589 3.056920 -1.021 -0.518 2.496
C -3.514008 -0.604095 3.357585 1.568 2.553 3.741
C -3.723981 -0.293836 4.840028 3.468 0.095 -4.287
C -2.503484 0.440850 5.337167 -3.316 -3.170 -11.906
C -1.650860 0.614416 4.164206 -2.774 -1.804 -1.193
H -1.982650 0.073062 2.091512 0.895 -0.174 0.776
H -4.011190 -1.132000 2.504560 0.014 0.630 1.389
H -4.611881 -0.679644 5.223261 -1.010 -0.253 1.511
H -2.105345 0.648094 6.144437 2.745 1.953 8.309
H -0.628898 0.906889 3.835279 -0.905 0.300 1.268
N 2.715610 2.531763 -1.120816 -2.135 1.538 -3.196
C 2.680570 3.357062 -2.267137 3.663 0.389 2.005
C 3.940851 4.026000 -2.358105 2.783 -1.404 1.006
C 4.834862 3.402505 -1.237778 -2.531 0.694 -0.050
C 3.845139 2.590190 -0.454361 3.623 2.609 -3.696
H 1.763304 2.006623 -0.873186 1.479 0.236 0.404
H 1.865155 3.279857 -2.922276 -0.964 0.281 -0.651
H 4.531815 4.744065 -3.137447 -2.276 -1.892 1.749
H 5.986411 3.670992 -1.053091 -3.078 -0.738 -0.196
H 3.961690 1.875572 0.268585 0.737 -1.184 2.149
C -1.029322 -3.085914 1.779543 3.044 -1.834 0.295
N -2.222719 -3.620633 2.483617 -0.643 1.223 -2.601
O -3.133844 -3.886022 1.714753 -0.451 -0.538 0.141
O -2.319869 -3.664331 3.671312 0.736 -0.240 1.252
H -0.706955 -2.160534 2.130456 -0.356 1.849 1.216
H -1.028587 -2.942311 0.687122 -0.880 -0.967 0.504
H -0.112125 -3.696582 2.109407 -1.489 0.335 -0.726
C -1.502143 2.653687 -1.859091 -0.266 -0.170 -1.271
N -2.053764 2.838980 -3.137919 -3.345 4.744 -6.012
O -3.084740 2.247320 -3.456077 1.513 -0.187 0.380
O -1.698632 3.866664 -3.847654 -0.024 -2.968 2.053
H -1.955557 3.514433 -1.389761 0.630 -0.298 1.434
H -0.498549 2.538350 -2.104737 2.234 0.833 0.748
H -1.825788 1.667621 -1.805923 -0.860 -1.637 2.399
C 2.124646 1.605915 2.682615 0.027 2.281 0.232
N 3.290280 1.876757 3.660480 -1.872 -3.334 -0.541
O 3.011482 1.583876 4.814434 0.662 1.218 0.328
O 4.392931 1.988220 3.200338 0.910 1.071 0.077
H 2.522724 0.936105 1.896718 -0.028 1.502 -0.159
H 1.652671 2.699125 2.482785 0.957 -3.049 -0.168
H 1.505710 0.907391 3.230215 -0.526 0.603 0.326
C 3.126769 -0.792616 -1.603554 -4.908 -13.198 -7.031
N 4.340393 -1.683037 -1.982352 -1.732 -5.214 -0.492
O 4.103577 -2.689618 -2.750158 0.497 3.620 1.435
O 5.375323 -1.654585 -1.338779 -0.608 1.384 -0.360
H 2.100891 -1.080322 -2.170268 3.018 0.635 1.148
H 3.455320 -0.002523 -1.722492 5.032 14.159 -3.214
H 3.011805 -0.797577 -0.678559 -1.007 -1.271 8.346
```
Positions in Å, forces in eV/Å.

Output
Max |F|, eV Å⁻¹: 15.74
Calculated total energy, Ha: -3303.4102
Energy above the lowest of the compared OMol25 structures with the same formula, charge and spin, kJ/mol: 143.83
Multiplicity: 1
Orbital gap, eV: 7.26
Charge: -3
Highest occupied orbital energy, eV: -1.08

Computed, not measured: the molecule C19H32N6O2 in a non-equilibrium geometry, with ωB97M-V/def2-TZVPD.

The geometry in XYZ format:
```
59
Properties=species:S:1:pos:R:3:forces:R:3
C -3.881533 -3.960435 -0.364301 0.142 0.047 -0.238
C -2.737733 -4.105554 -1.361548 0.031 -0.162 0.136
C -1.505054 -4.798232 -0.776398 -0.059 0.141 0.057
C -0.879622 -4.093988 0.428571 0.052 0.073 -0.289
C -0.395918 -2.682823 0.109706 0.007 -0.176 0.373
C 0.310975 -2.056454 1.313916 -0.328 -0.597 -0.155
N 0.646910 -0.677141 1.062340 0.154 0.558 0.056
C -0.074497 0.448894 1.282593 0.169 -0.359 -0.030
C -1.445848 0.480163 1.887679 -0.177 -0.029 0.103
N -2.451617 1.172739 1.105611 0.047 -0.066 -0.031
C -2.246767 2.609014 1.022300 -0.205 0.352 -0.096
C -3.457361 3.250625 0.354236 0.236 0.009 0.129
N -3.625932 2.709028 -0.980871 -0.015 -0.041 0.057
C -4.698219 3.361991 -1.697193 0.049 -0.023 0.009
C -3.828707 1.277019 -0.892230 0.221 -0.151 -0.059
C -2.622219 0.624357 -0.226407 -0.290 -0.062 -0.101
N 0.563386 1.539400 0.885758 0.251 0.511 -0.087
C 1.734681 1.106366 0.377893 -0.330 -1.354 0.263
C 1.824013 -0.272398 0.470004 0.102 0.810 -0.131
C 2.979789 -0.990298 0.033453 -0.276 0.192 0.105
O 3.170738 -2.191682 0.081803 0.015 -0.209 0.001
N 3.945028 -0.126077 -0.492719 0.145 -0.219 -0.055
C 5.160488 -0.771140 -0.963191 0.269 -0.118 -0.135
C 3.881296 1.257155 -0.607920 -0.078 0.252 0.004
O 4.792120 1.902322 -1.082804 0.213 0.140 -0.113
N 2.730364 1.863711 -0.154178 0.079 0.048 0.003
C 2.581024 3.299981 -0.236552 0.040 0.301 -0.050
H -3.620227 -3.277968 0.440666 -0.022 0.073 0.155
H -4.131327 -4.925784 0.070598 -0.069 -0.091 0.103
H -4.766578 -3.569441 -0.861224 -0.118 0.038 0.039
H -3.084997 -4.699571 -2.210181 0.025 0.081 -0.064
H -2.463388 -3.122461 -1.748476 0.000 0.028 -0.103
H -1.784192 -5.810298 -0.473842 0.022 -0.074 -0.064
H -0.750548 -4.885441 -1.561407 0.053 -0.092 -0.006
H -1.600040 -4.056447 1.248038 0.002 -0.023 0.114
H -0.027444 -4.686653 0.768243 -0.003 -0.036 0.104
H -1.239253 -2.051124 -0.173270 0.002 0.065 -0.056
H 0.302296 -2.715033 -0.728617 0.015 0.072 -0.074
H -0.319844 -2.116729 2.204443 0.087 0.017 -0.060
H 1.244602 -2.591000 1.503533 -0.143 0.074 0.074
H -1.799054 -0.541863 2.046508 0.061 0.030 0.085
H -1.389065 0.981515 2.859624 0.024 -0.131 -0.027
H -2.136565 3.000716 2.035574 0.047 0.037 0.006
H -1.341053 2.852481 0.450119 -0.155 0.073 0.100
H -3.299359 4.328673 0.276431 -0.023 -0.010 0.034
H -4.353483 3.069894 0.975652 0.005 0.044 -0.028
H -5.677563 3.236751 -1.207654 -0.023 0.000 0.010
H -4.757824 2.949242 -2.703406 -0.061 0.028 -0.058
H -4.480115 4.426465 -1.769896 -0.057 0.057 -0.039
H -3.947967 0.875776 -1.901791 -0.026 -0.015 0.033
H -4.734782 1.033047 -0.307711 0.016 -0.003 -0.047
H -2.801230 -0.451259 -0.141978 0.033 -0.009 -0.030
H -1.732671 0.793561 -0.856004 -0.022 -0.063 -0.003
H 4.900603 -1.543353 -1.686669 0.055 0.020 0.056
H 5.675024 -1.240344 -0.124334 0.001 -0.014 -0.069
H 5.793669 -0.015173 -1.419209 -0.077 -0.097 0.060
H 3.527690 3.715555 -0.575185 -0.129 -0.030 0.049
H 2.317485 3.692158 0.744869 0.002 0.036 -0.036
H 1.788505 3.551263 -0.942207 0.014 0.046 0.022
```
Positions in Å, forces in eV/Å.

Output
Max |F|, eV Å⁻¹: 1.42
Calculated total energy, Ha: -1222.2754
Energy above the lowest of the compared OMol25 structures with the same formula, charge and spin, kJ/mol: 16.11
SMILES string: CCCCCCn1c(CN2CCN(C)CC2)nc2c1c(=O)n(C)c(=O)n2C
Multiplicity: 1
Orbital gap, eV: 8.98
Highest occupied orbital energy, eV: -8.26